Formula: C57H154N20O21
Source: OMol25
Level of theory: wB97M-V/def2-TZVPD

Positions of all 252 atoms, in Å:
C 4.167 4.862 -4.034
C 2.848 5.161 -3.373
C 2.223 3.850 -2.733
O 2.119 2.793 -3.659
C 1.098 2.889 -4.595
N 2.911 6.006 -2.239
H 4.820 5.671 -4.360
H 3.912 4.353 -4.964
H 4.776 4.187 -3.433
H 2.291 5.598 -4.201
H 1.306 4.088 -2.193
H 2.910 3.570 -1.935
H 0.136 3.162 -4.161
H 1.068 1.979 -5.195
H 1.471 3.701 -5.220
H 3.612 5.778 -1.549
H 3.134 6.962 -2.478
C 1.564 -0.667 -6.456
C 0.740 -1.905 -6.662
C 0.862 -2.839 -5.386
O 2.091 -3.634 -5.519
C 1.937 -4.710 -6.395
N -0.637 -1.445 -6.710
H 2.648 -0.777 -6.483
H 1.446 -0.421 -5.400
H 1.409 0.139 -7.173
H 0.845 -2.311 -7.668
H -0.018 -3.460 -5.220
H 0.986 -2.337 -4.426
H 2.847 -5.265 -6.620
H 1.298 -4.415 -7.228
H 1.248 -5.382 -5.884
H -1.096 -2.164 -7.251
H -0.925 -1.697 -5.775
C 1.414 -1.489 -1.642
C 0.223 -0.951 -0.869
C 0.233 0.595 -0.502
O -1.045 1.087 -0.441
C -1.084 2.355 0.290
N -1.059 -1.266 -1.574
H 1.252 -2.555 -1.798
H 2.373 -1.376 -1.137
H 1.387 -1.105 -2.662
H 0.268 -1.583 0.018
H 0.661 1.184 -1.313
H 0.886 0.641 0.370
H -0.758 2.320 1.329
H -2.119 2.691 0.359
H -0.505 3.177 -0.131
H -1.509 -2.118 -1.272
H -1.686 -0.487 -1.432
C -4.581 -3.148 -0.839
C -3.667 -4.340 -1.202
C -3.726 -4.814 -2.716
O -2.991 -6.027 -2.879
C -2.726 -6.394 -4.267
N -2.272 -4.054 -0.858
H -5.519 -3.249 -1.384
H -4.176 -2.227 -1.258
H -4.661 -3.134 0.248
H -4.050 -5.182 -0.626
H -3.112 -4.058 -3.204
H -4.723 -4.930 -3.142
H -2.145 -5.722 -4.898
H -3.608 -6.500 -4.899
H -2.255 -7.370 -4.381
H -1.704 -4.764 -1.299
H -2.138 -4.026 0.143
C -0.472 -7.071 0.205
O -0.254 -6.004 1.096
C 0.974 -5.187 0.692
C 1.632 -4.458 1.846
N 1.936 -5.325 2.970
C 2.582 -4.574 4.059
C 2.874 -5.531 5.307
O 1.636 -5.817 5.917
C 1.976 -6.421 7.145
H -0.876 -6.770 -0.762
H -1.279 -7.559 0.751
H 0.434 -7.629 -0.028
H 0.728 -4.521 -0.135
H 1.816 -5.730 0.263
H 0.921 -3.683 2.129
H 2.507 -4.021 1.364
H 1.125 -5.832 3.292
H 2.040 -3.669 4.333
H 3.550 -4.209 3.715
H 3.669 -5.034 5.863
H 3.272 -6.487 4.967
H 1.057 -6.902 7.481
H 2.273 -5.748 7.949
H 2.685 -7.240 7.024
C 4.678 0.017 -2.534
O 5.711 0.236 -1.563
C 5.452 1.181 -0.564
C 6.693 1.772 0.147
N 7.573 2.525 -0.728
C 7.324 3.967 -0.941
C 8.196 4.636 -2.096
O 7.519 4.613 -3.307
C 7.667 3.384 -3.965
H 4.670 0.854 -3.233
H 3.669 0.142 -2.142
H 4.878 -0.886 -3.111
H 4.892 0.638 0.198
H 4.814 1.980 -0.941
H 7.342 0.996 0.555
H 6.444 2.331 1.049
H 7.879 2.040 -1.560
H 7.342 4.551 -0.021
H 6.290 3.951 -1.287
H 9.186 4.180 -2.121
H 8.291 5.703 -1.898
H 7.545 2.470 -3.384
H 8.604 3.301 -4.516
H 6.907 3.325 -4.744
C 0.200 4.570 6.639
O -0.264 3.441 7.321
C 0.644 2.362 7.572
C 1.112 1.608 6.306
N -0.121 1.450 5.607
C -0.021 1.341 4.131
C 0.602 0.003 3.513
O 2.055 0.185 3.362
C 2.775 -1.001 2.827
H -0.664 5.189 6.400
H 0.750 4.427 5.709
H 0.941 5.176 7.161
H 0.280 1.605 8.267
H 1.493 2.774 8.118
H 1.721 0.706 6.355
H 1.780 2.302 5.795
H -0.582 2.264 5.989
H 0.418 2.231 3.681
H -1.008 1.543 3.717
H 0.283 -0.229 2.497
H 0.378 -0.798 4.217
H 3.826 -0.716 2.846
H 2.500 -1.017 1.772
H 2.560 -1.994 3.223
C 4.992 -8.710 2.966
O 6.049 -8.035 2.230
C 6.545 -6.821 2.804
C 7.446 -6.137 1.858
N 6.688 -5.246 0.993
C 7.353 -4.742 -0.152
C 6.144 -4.216 -0.943
O 5.222 -5.269 -1.362
C 3.998 -4.764 -1.769
H 4.211 -7.992 3.217
H 5.214 -9.222 3.902
H 4.541 -9.452 2.307
H 7.188 -7.115 3.632
H 5.782 -6.195 3.268
H 8.202 -6.772 1.396
H 8.105 -5.419 2.345
H 5.910 -5.789 0.646
H 7.800 -5.519 -0.772
H 8.107 -3.993 0.093
H 6.621 -3.823 -1.841
H 5.568 -3.520 -0.333
H 3.355 -5.640 -1.857
H 4.126 -4.212 -2.700
H 3.467 -4.080 -1.106
C -2.673 5.240 1.941
O -3.560 5.605 3.013
C -4.737 6.267 2.567
C -5.917 6.086 3.717
N -6.353 4.718 3.689
C -7.419 4.469 4.672
C -8.123 3.267 4.180
O -9.217 3.013 5.008
C -9.919 1.847 4.744
H -1.915 4.577 2.360
H -2.159 6.042 1.412
H -3.268 4.567 1.323
H -5.179 5.909 1.637
H -4.518 7.284 2.241
H -6.698 6.750 3.347
H -5.379 6.310 4.638
H -5.538 4.132 3.797
H -8.020 5.377 4.726
H -7.086 4.214 5.678
H -7.498 2.403 3.958
H -8.507 3.414 3.170
H -9.409 0.928 5.031
H -10.278 1.846 3.715
H -10.847 1.681 5.291
C -2.713 3.347 -3.062
O -3.503 2.234 -3.040
C -2.855 1.002 -3.400
C -3.902 -0.119 -3.364
N -5.151 0.355 -4.070
C -6.397 -0.366 -3.561
C -7.669 -0.200 -4.386
O -7.917 -1.056 -5.497
C -7.261 -0.868 -6.677
H -3.224 4.292 -2.875
H -2.072 3.459 -3.936
H -2.064 3.262 -2.191
H -1.952 0.872 -2.804
H -2.473 1.192 -4.403
H -3.969 -0.220 -2.281
H -3.427 -0.954 -3.879
H -5.278 1.345 -3.913
H -6.604 -0.021 -2.548
H -6.148 -1.425 -3.486
H -7.786 0.826 -4.733
H -8.497 -0.474 -3.733
H -7.446 -1.662 -7.401
H -6.190 -0.783 -6.494
H -7.634 0.067 -7.096
C -4.059 2.275 3.812
O -4.041 2.402 2.573
N -3.797 3.267 4.645
N -4.362 1.177 4.458
H -3.809 3.203 5.653
H -3.550 4.084 4.105
H -4.597 0.278 4.060
H -4.523 1.332 5.444
C -2.305 -1.928 2.187
O -1.180 -2.347 1.983
N -2.744 -0.883 1.593
N -3.067 -2.344 3.113
H -2.045 -0.550 0.944
H -3.693 -0.537 1.585
H -4.023 -2.019 3.098
H -2.787 -3.159 3.640
C -6.224 2.297 -0.816
O -6.759 2.750 -1.796
N -6.672 2.267 0.361
N -4.953 1.868 -0.751
H -7.675 2.371 0.421
H -6.232 2.399 1.261
H -4.440 2.130 -1.581
H -4.484 1.700 0.128
C 2.992 4.054 1.508
O 4.179 3.809 1.520
N 2.381 5.104 0.957
N 2.211 3.254 2.231
H 3.002 5.858 0.700
H 1.394 5.312 0.927
H 2.625 2.480 2.731
H 1.213 3.239 2.075
C -0.458 6.571 -0.844
O -0.027 5.918 0.072
N -1.674 6.630 -1.192
N 0.225 7.466 -1.549
H -2.276 6.025 -0.652
H -1.995 7.316 -1.860
H 1.194 7.183 -1.588
H -0.202 7.966 -2.315

HOMO energy = -7.67 eV
energy = -134392.3910 eV
energy above the lowest of the compared OMol25 structures with the same formula, charge and spin = 67.0 kcal/mol
E_LUMO = -0.1 eV